C15H10N2 | ωB97M-V/def2-TZVPD

Summary:
energy relative to the best compared isomer or geometry (same formula, charge and spin) = 23.4 kJ/mol
HOMO-LUMO gap = 8.477 eV
structure (SMILES) = N#Cc1cccc2c1Cc1ccccc1N=C2
LUMO level = -0.009 Ha
charge = 0

Atoms and positions in Å:
N: -2.5410 -2.0961 2.7539
C: -2.3358 -1.1822 2.0836
C: -2.1485 -0.0615 1.2118
C: -2.8642 1.0984 1.5380
C: -2.7426 2.2829 0.7316
C: -1.9001 2.3024 -0.3599
C: -1.1744 1.1554 -0.6784
C: -1.3059 -0.0263 0.1040
C: -0.5294 -1.2521 -0.2849
C: 0.9745 -0.9861 -0.2594
C: 1.8104 -1.7811 0.5466
C: 3.2051 -1.6522 0.4732
C: 3.7654 -0.7578 -0.3797
C: 2.9586 0.0313 -1.2438
C: 1.5718 -0.0432 -1.1490
N: 0.8888 0.7815 -2.0117
C: -0.2851 1.2491 -1.8309
H: -3.5766 1.1475 2.3495
H: -3.2823 3.2103 0.9252
H: -1.7813 3.2434 -0.9378
H: -0.7040 -2.1141 0.3476
H: -0.8001 -1.5852 -1.3108
H: 1.4105 -2.5059 1.2609
H: 3.8098 -2.2151 1.1801
H: 4.8489 -0.6874 -0.3778
H: 3.3796 0.6589 -1.9993
H: -0.6520 1.7850 -2.6826

Atom charges from the natural (NBO) analysis, given in e for atoms 1 to 4: -0.30, 0.29, -0.19, -0.13


C15H10N2O4S | ωB97M-V/def2-TZVPD

Summary:
energy relative to the best compared isomer or geometry (same formula, charge and spin) = 188.9 kJ/mol
HOMO-LUMO gap = 8.541 eV
structure (SMILES) = O=Cc1ccc2oc3nc4n(c(=O)c3c(=O)c2c1)CCCS4
LUMO level = -0.023 Ha
charge = 0

Atoms and positions in Å:
O: 5.7809 -2.3528 3.3968
C: 4.6030 -2.5926 3.0921
C: 3.6974 -1.5432 2.5806
C: 4.2304 -0.2978 2.0673
C: 3.4482 0.6104 1.4485
C: 2.1102 0.3961 1.2288
O: 1.4363 1.3281 0.4788
C: 0.1730 1.1070 0.0140
N: -0.3195 1.9678 -0.8644
C: -1.5234 1.8340 -1.3858
N: -2.3254 0.8063 -0.8846
C: -1.9389 -0.0034 0.1937
O: -2.6677 -0.7931 0.7235
C: -0.5904 0.1574 0.5581
C: 0.1008 -0.8330 1.3527
O: -0.3428 -1.9626 1.4958
C: 1.5411 -0.7430 1.6640
C: 2.3112 -1.7868 2.3432
C: -3.6139 0.7181 -1.4994
C: -3.5216 0.3944 -2.8432
C: -3.1658 1.5007 -3.7716
S: -1.9043 2.5603 -2.9764
H: 4.1598 -3.6342 2.9202
H: 5.2417 0.0440 2.3441
H: 3.7957 1.5075 0.9844
H: 1.7638 -2.6879 2.6722
H: -4.2500 -0.0451 -0.9689
H: -4.1919 1.5933 -1.3169
H: -2.8011 -0.4980 -2.9505
H: -4.4691 0.0952 -3.2652
H: -4.0116 2.1027 -4.0626
H: -2.7561 1.0504 -4.7691

Atom charges from the natural (NBO) analysis, given in e for atoms 1 to 4: -0.52, 0.41, -0.19, -0.14


C15H10NSbSe4V | ωB97M-V/def2-TZVPD

Summary:
HOMO-LUMO gap (alpha / beta) = 5.039 / 6.387 eV
2S+1 = 4
<S²> = 3.799
LUMO level (alpha / beta) = 0.172 / 0.171 Ha
charge = -2

Atoms and positions in Å:
V: -0.2289 1.5452 0.6257
C: -0.4110 2.8987 -3.5665
C: -0.2290 1.6685 -4.1958
C: -0.0630 0.5199 -3.4444
C: -0.0746 0.5784 -2.0403
C: -0.2594 1.8260 -1.3931
C: -0.4241 2.9622 -2.1806
C: 0.0959 -0.5990 -1.1939
C: 0.2884 -1.8918 -1.6779
C: 0.4430 -2.9658 -0.8239
C: 0.4037 -2.7410 0.5845
C: 0.5482 -3.7581 1.5405
C: 0.4999 -3.4851 2.8939
C: 0.3044 -2.1766 3.3298
C: 0.1594 -1.1515 2.4157
C: 0.2060 -1.4070 1.0329
N: 0.0542 -0.3577 0.1578
H: -0.5415 3.7999 -4.1568
H: -0.2177 1.6105 -5.2795
H: 0.0766 -0.4246 -3.9587
H: -0.5665 3.9234 -1.6960
H: 0.3175 -2.0567 -2.7464
H: 0.5922 -3.9692 -1.2052
H: 0.6991 -4.7754 1.1921
H: 0.6132 -4.2871 3.6148
H: 0.2633 -1.9462 4.3870
H: 0.0067 -0.1393 2.7816
Se: -0.3539 2.1522 5.2166
Sb: -0.5265 3.4636 3.1847
Se: -2.2329 2.3984 1.6099
Se: 1.4353 2.9334 1.6347
Se: -0.8778 5.8516 3.3569

Atom charges from the natural (NBO) analysis, given in e for atoms 1 to 4: 0.94, -0.25, -0.23, -0.24


C15H11BCl3F4GeN3Rh | ωB97M-V/def2-TZVPD

Summary:
energy relative to the best compared isomer or geometry (same formula, charge and spin) = 98.5 kJ/mol
HOMO-LUMO gap (alpha / beta) = 6.543 / 6.590 eV
2S+1 = 2
<S²> = 0.771
LUMO level (alpha / beta) = -0.332 / -0.337 Ha
charge = +2

Atoms and positions in Å:
Rh: 0.3693 -0.2697 -0.1227
C: 3.0223 3.2702 -0.1645
C: 2.0974 4.2895 -0.2432
C: 0.7409 3.9746 -0.2511
C: 0.3644 2.6557 -0.1844
N: 1.2729 1.6494 -0.1126
C: 2.5781 1.9576 -0.1114
C: -1.0285 2.1902 -0.1752
C: -2.1570 2.9856 -0.2109
C: -3.4087 2.3898 -0.1672
C: -3.5251 1.0101 -0.0655
C: -2.3750 0.2542 -0.0372
N: -1.1658 0.8515 -0.1041
C: -2.2797 -1.2014 0.1262
C: -3.3338 -2.0831 0.0916
C: -3.0868 -3.4351 0.3083
C: -1.7962 -3.8537 0.5722
C: -0.7769 -2.9194 0.5695
N: -1.0119 -1.6233 0.3504
H: 4.0841 3.4702 -0.1494
H: 2.4141 5.3224 -0.2976
H: 0.0005 4.7594 -0.3087
H: 3.2760 1.1415 -0.0610
H: -2.0658 4.0605 -0.2640
H: -4.2984 3.0047 -0.1973
H: -4.4955 0.5409 0.0042
H: -4.3355 -1.7337 -0.1144
H: -3.9005 -4.1471 0.2719
H: -1.5685 -4.8924 0.7649
H: 0.2461 -3.1902 0.7701
F: 3.0644 -0.9174 -0.4079
B: 3.1651 -1.3255 0.9694
F: 3.9684 -0.5348 1.6907
F: 3.6047 -2.6874 0.8563
F: 1.8034 -1.2869 1.4416
Cl: 4.9266 -3.9141 -1.6994
Ge: 3.0085 -3.3812 -1.1031
Cl: 1.9652 -4.9783 -0.2028
Cl: 0.6373 -1.4031 -2.0319

Atom charges from the natural (NBO) analysis, given in e for atoms 1 to 4: 1.15, -0.21, -0.09, -0.18


C15H11CdN4O4S2 | ωB97M-V/def2-TZVPD

Summary:
energy relative to the best compared isomer or geometry (same formula, charge and spin) = 9.2 kJ/mol
HOMO-LUMO gap = 6.664 eV
LUMO level = 0.049 Ha
charge = -1

Atoms and positions in Å:
Cd: 0.7521 -1.1432 -0.4675
C: 5.6246 -2.6000 1.9775
S: 5.0844 -2.9862 0.3040
C: 3.7165 -1.8872 0.0825
S: 2.8955 -2.0833 -1.4248
N: 3.5141 -1.0179 1.0279
N: 2.4055 -0.2419 0.8281
C: 2.4490 0.9707 1.2019
C: 1.2538 1.8157 0.9969
C: 1.0720 2.9761 1.7370
C: -0.0959 3.7018 1.5577
C: -1.0355 3.2466 0.6512
C: -0.7642 2.0843 -0.0602
N: 0.3603 1.3951 0.0901
H: 6.4671 -3.2586 2.1839
H: 5.9404 -1.5625 2.0341
H: 4.8225 -2.7836 2.6856
H: 3.3371 1.3893 1.6699
H: 1.8212 3.2850 2.4539
H: -0.2735 4.6029 2.1302
H: -1.9668 3.7710 0.4908
H: -1.4741 1.6847 -0.7754
O: -6.2197 -0.3721 -1.4953
C: -5.3880 -0.0431 -2.3545
O: -5.5172 0.5783 -3.4270
C: -3.9144 -0.4110 -2.0107
C: -2.8945 -0.0786 -2.8991
C: -1.5904 -0.3589 -2.5594
N: -1.2658 -0.9424 -1.3977
C: -2.2343 -1.2970 -0.5430
C: -3.5702 -1.0464 -0.8259
C: -1.8086 -1.9706 0.7749
O: -2.6940 -2.3137 1.5398
O: -0.5444 -2.0853 0.9795
H: -3.1632 0.4097 -3.8261
H: -0.7603 -0.0999 -3.2070
H: -4.3409 -1.3280 -0.1237

Atom charges from the natural (NBO) analysis, given in e for atoms 1 to 4: 1.61, -0.75, 0.28, -0.06


C15H11Cl2NSSn | ωB97M-V/def2-TZVPD

Summary:
HOMO-LUMO gap = 2.464 eV
LUMO level = -0.396 Ha
charge = +2

Atoms and positions in Å:
C: -4.2767 -1.2917 -0.2489
C: -3.5689 -1.9954 1.0519
Cl: -4.5683 -2.3297 2.6169
C: -2.1338 -2.3881 1.0178
Cl: -1.4726 -3.1910 2.5932
C: -1.0831 -2.1614 -0.2200
C: -0.4912 -3.3668 -1.1972
C: 0.6059 -3.0362 -2.4040
C: 1.1251 -1.4765 -2.7097
C: 0.5408 -0.2494 -1.7366
C: -0.5393 -0.6450 -0.5224
S: -1.0775 0.8437 0.5484
C: 0.5631 1.8092 0.7213
C: 1.0232 2.4964 2.1378
C: 2.4795 3.2820 2.2472
C: 3.4080 3.3153 0.8965
C: 2.9377 2.6424 -0.5605
C: 1.4741 1.8435 -0.6812
N: 1.0111 1.1931 -1.9880
H: -5.4653 -1.3269 -0.1448
H: -4.0312 -1.8430 -1.2537
H: -3.9420 -0.1507 -0.2411
H: -0.8387 -4.4721 -0.9832
H: 1.0695 -3.8787 -3.0921
H: 1.9153 -1.2334 -3.5667
H: 0.2826 2.3878 3.0665
H: 2.7616 3.7242 3.2969
H: 4.4682 3.8562 0.9613
H: 3.6824 2.7559 -1.4864
H: 0.1743 1.7479 -2.3383
Sn: 3.9665 3.1383 4.2190

Atom charges from the natural (NBO) analysis, given in e for atoms 1 to 4: -0.69, 0.06, 0.02, -0.11


- Which formula does entry 4 have?
  C15H11BCl3F4GeN3Rh


Copy entry 5 word for word.
C15H11CdN4O4S2 | ωB97M-V/def2-TZVPD

Summary:
energy relative to the best compared isomer or geometry (same formula, charge and spin) = 9.2 kJ/mol
HOMO-LUMO gap = 6.664 eV
LUMO level = 0.049 Ha
charge = -1

Atoms and positions in Å:
Cd: 0.7521 -1.1432 -0.4675
C: 5.6246 -2.6000 1.9775
S: 5.0844 -2.9862 0.3040
C: 3.7165 -1.8872 0.0825
S: 2.8955 -2.0833 -1.4248
N: 3.5141 -1.0179 1.0279
N: 2.4055 -0.2419 0.8281
C: 2.4490 0.9707 1.2019
C: 1.2538 1.8157 0.9969
C: 1.0720 2.9761 1.7370
C: -0.0959 3.7018 1.5577
C: -1.0355 3.2466 0.6512
C: -0.7642 2.0843 -0.0602
N: 0.3603 1.3951 0.0901
H: 6.4671 -3.2586 2.1839
H: 5.9404 -1.5625 2.0341
H: 4.8225 -2.7836 2.6856
H: 3.3371 1.3893 1.6699
H: 1.8212 3.2850 2.4539
H: -0.2735 4.6029 2.1302
H: -1.9668 3.7710 0.4908
H: -1.4741 1.6847 -0.7754
O: -6.2197 -0.3721 -1.4953
C: -5.3880 -0.0431 -2.3545
O: -5.5172 0.5783 -3.4270
C: -3.9144 -0.4110 -2.0107
C: -2.8945 -0.0786 -2.8991
C: -1.5904 -0.3589 -2.5594
N: -1.2658 -0.9424 -1.3977
C: -2.2343 -1.2970 -0.5430
C: -3.5702 -1.0464 -0.8259
C: -1.8086 -1.9706 0.7749
O: -2.6940 -2.3137 1.5398
O: -0.5444 -2.0853 0.9795
H: -3.1632 0.4097 -3.8261
H: -0.7603 -0.0999 -3.2070
H: -4.3409 -1.3280 -0.1237

Atom charges from the natural (NBO) analysis, given in e for atoms 1 to 4: 1.61, -0.75, 0.28, -0.06